Here is a cluster of 5 separate species, C26H23ClF32NO6P in total from the OMol25 dataset. Energies are from the ωB97M-V functional and the def2-TZVPD basis.

## Properties
Maximum force in eV/A: 6.44
Structure (SMILES): FC(F)C(F)(F)COC(F)(F)C(F)F.FC(F)C(F)(F)COC(F)(F)C(F)F.FC(F)C(F)(F)COC(F)(F)C(F)F.FC(F)C(F)(F)COC(F)(F)C(F)F.C=CCP(CC(=O)Cl)OC#N
Gap between HOMO and LUMO in eV: 6.41
HOMO energy in eV: -7.628
DFT total energy in eV: -149872.697

Each line ends with the Löwdin charge.
Element x y z (Å)
F: 0.48872 0.93664 -2.06314  0.097
C: 1.49092 1.83076 -2.15713  -0.274
F: 1.46782 2.29281 -3.43920  0.031
C: 2.85282 1.21641 -1.83971  -0.426
F: 3.16745 0.24328 -2.72974  0.128
F: 3.79681 2.19100 -2.00139  0.104
C: 3.02088 0.66384 -0.40914  -0.050
O: 2.84565 -0.74508 -0.25199  0.041
C: 1.51587 -1.18655 -0.05966  -0.494
F: 0.70565 -0.11854 0.10833  0.124
F: 1.51178 -1.84983 1.12123  0.143
C: 1.04453 -2.12390 -1.17629  -0.268
F: 1.07343 -1.51296 -2.38283  0.091
F: -0.23744 -2.51515 -0.96948  0.092
H: 1.27103 2.67311 -1.49565  0.181
H: 4.06669 0.83729 -0.13838  0.155
H: 2.44915 1.23006 0.32902  0.123
H: 1.67538 -3.01365 -1.23420  0.178
F: 3.16238 -0.18737 3.19878  0.094
C: 1.96990 0.39826 3.42678  -0.287
F: 1.59950 0.97399 2.25002  0.077
C: 2.04006 1.44903 4.53361  -0.429
F: 2.87019 2.46489 4.19010  0.128
F: 0.79938 2.00540 4.65875  0.106
C: 2.43791 0.92578 5.92942  -0.043
O: 3.80972 1.08999 6.30941  0.035
C: 4.71344 0.07942 5.90725  -0.503
F: 4.03233 -0.95348 5.37472  0.136
F: 5.27533 -0.39018 7.04516  0.145
C: 5.80836 0.61304 4.97733  -0.274
F: 5.28612 1.13162 3.84232  0.092
F: 6.64788 -0.38209 4.60023  0.098
H: 1.23970 -0.37709 3.66038  0.150
H: 1.88910 1.54051 6.64913  0.152
H: 2.08356 -0.09273 6.11061  0.141
H: 6.39218 1.39480 5.46824  0.176
F: -2.91104 2.20652 5.55203  0.090
C: -4.10608 2.41377 6.13952  -0.299
F: -3.92758 3.44073 7.00968  0.094
C: -4.61533 1.17638 6.87705  -0.435
F: -3.78214 0.83519 7.89000  0.128
F: -5.80479 1.50225 7.46396  0.106
C: -4.87591 -0.06682 6.00059  -0.043
O: -3.84574 -1.06283 5.97711  0.035
C: -2.80165 -0.88490 5.04140  -0.502
F: -3.09826 0.13847 4.21818  0.138
F: -2.80015 -1.99680 4.27039  0.147
C: -1.43538 -0.72807 5.71671  -0.254
F: -1.40452 0.34972 6.53105  0.099
F: -0.45691 -0.54473 4.79166  0.076
H: -4.81837 2.74268 5.37773  0.175
H: -5.72949 -0.58053 6.45266  0.150
H: -5.21358 0.19455 4.99384  0.146
H: -1.18948 -1.60861 6.31433  0.179
F: -5.19934 -5.36758 -3.79149  0.091
C: -4.84391 -4.25127 -4.45722  -0.300
F: -5.64987 -4.18803 -5.54836  0.093
C: -3.37642 -4.26799 -4.88215  -0.435
F: -3.13072 -5.28324 -5.74556  0.129
F: -3.13108 -3.11797 -5.57679  0.106
C: -2.34643 -4.32440 -3.73429  -0.046
O: -1.80321 -5.61447 -3.42642  0.031
C: -2.53666 -6.42368 -2.52826  -0.504
F: -3.54853 -5.71099 -1.99731  0.135
F: -1.69494 -6.69825 -1.50412  0.141
C: -3.00456 -7.73308 -3.17224  -0.275
F: -3.81630 -7.50374 -4.22856  0.096
F: -3.71497 -8.47752 -2.28954  0.096
H: -5.06503 -3.38380 -3.82915  0.174
H: -1.48125 -3.74743 -4.07430  0.147
H: -2.69038 -3.80089 -2.83785  0.143
H: -2.15440 -8.32319 -3.52161  0.175
C: 4.56072 5.24372 -5.63774  -0.040
C: 3.93478 4.21723 -6.49357  -0.216
C: 2.73597 3.27704 -5.98329  -0.341
P: 1.07744 3.98792 -6.66014  1.006
C: -0.18498 3.54803 -5.31115  -0.337
C: -1.70162 3.47716 -5.80829  -0.718
O: -2.15573 2.51771 -6.49557  -0.022
Cl: -2.83952 4.84221 -5.30453  0.560
O: 1.38182 5.70118 -6.74164  -0.324
C: 0.16772 6.40910 -7.02537  -0.297
N: -0.77648 7.14568 -6.80571  0.138
H: 5.41136 4.87706 -4.94605  0.066
H: 4.23272 6.33697 -5.63831  0.060
H: 4.34646 4.04714 -7.56201  0.105
H: 2.86742 2.16585 -6.22367  0.092
H: 2.67923 3.44761 -4.83559  0.073
H: -0.08244 4.23345 -4.39455  0.099
H: 0.08533 2.48223 -4.94828  0.098